a:
Density functional theory data (ωB97M-V with the def2-TZVPD basis set) for a 12-piece molecular cluster, C27H83N19O12 overall.

Values from the calculation:
E_HOMO: -9.4013 eV
LUMO: 0.3725 eV
SMILES string: COC[C@H](C)N.COC[C@H](C)N.COC[C@H](C)N.COC[C@H](C)N.COC[C@H](C)N.NC(N)=O.NC(N)=O.NC(N)=O.NC(N)=O.NC(N)=O.NC(N)=O.NC(N)=O
Orbital gap: 9.8 eV

Last column: Löwdin charge in e.
Atoms and positions in Å:
O -1.150 0.678 -4.369  -0.07
O 0.300 3.965 0.443  -0.02
O 3.764 1.409 -5.281  -0.19
O 1.302 0.360 3.535  -0.26
O 0.186 -4.232 -5.010  0.01
O 1.385 -5.619 4.134  -0.23
O -2.933 2.917 -2.963  -0.04
O -4.661 -0.070 2.886  0.00
O 4.921 -0.655 0.441  -0.20
O -0.270 -1.874 -0.810  -0.04
O -3.227 3.451 2.208  -0.22
O -4.145 -1.685 -1.421  0.01
N -0.635 0.749 -6.619  0.18
N 0.256 -1.059 1.228  0.19
N -3.281 0.412 -1.692  0.17
N -0.878 -3.678 -3.101  0.17
N -3.444 4.968 4.705  0.03
N -0.383 2.684 2.271  0.19
N -0.778 2.746 -2.401  0.19
N -1.902 2.422 -5.559  0.18
N 3.065 1.943 -1.409  0.05
N 1.828 2.639 1.458  0.18
N -5.612 -1.110 1.133  0.18
N -2.042 4.433 -1.513  0.18
N -0.641 -1.272 4.804  0.06
N -3.363 -1.154 1.359  0.18
N -0.447 0.451 -0.494  0.16
N 1.233 -1.136 -5.656  0.04
N -3.337 -0.968 -3.487  0.15
N 1.045 -3.342 2.703  0.03
N 1.386 -3.965 -3.070  0.17
C -4.363 3.336 3.037  -0.22
C 2.515 -0.570 -5.863  -0.46
C 4.498 0.641 0.032  -0.21
C -4.550 -0.640 1.800  -0.71
C 0.728 -4.669 2.124  -0.39
C -3.342 2.708 1.001  -0.09
C -0.194 -0.876 -0.048  -0.59
C 2.900 -0.672 -7.290  -0.07
C 3.832 2.812 -5.425  -0.09
C -0.448 0.125 5.282  -0.41
C -4.057 3.659 4.500  -0.46
C -1.267 1.240 -5.483  -0.59
C -0.568 0.340 6.775  -0.07
C 3.461 -0.557 -1.858  -0.06
C 2.489 0.909 -5.410  -0.25
C -5.302 3.444 5.368  -0.07
C 0.833 -4.643 0.623  -0.07
C 0.236 -4.003 -3.816  -0.69
C 3.232 0.560 -0.836  -0.40
C -1.961 3.353 -2.329  -0.66
C 1.688 -5.701 2.793  -0.25
C 5.597 -0.654 1.653  -0.12
C 1.923 -6.648 4.968  -0.08
C 0.556 3.149 1.364  -0.60
C 1.053 0.447 4.962  -0.17
C -3.630 -0.821 -2.115  -0.63
C 2.634 0.056 3.263  -0.15
H -0.611 1.046 0.309  0.05
H 2.465 2.814 0.705  0.07
H -0.242 -5.079 2.513  0.16
H 0.479 -0.274 1.806  0.05
H 1.621 -6.740 2.372  0.14
H 3.186 -1.670 -7.662  0.09
H 1.213 1.438 5.402  0.13
H 2.245 -3.830 -3.582  0.10
H 5.235 1.207 -0.528  0.12
H 2.947 -6.752 4.834  0.05
H 4.146 -0.437 -2.702  0.08
H -5.369 -1.396 0.213  0.05
H -6.206 4.066 5.007  0.10
H 2.042 -3.172 2.548  0.09
H -6.544 -0.759 1.234  0.11
H 3.833 -1.478 -1.342  0.09
H 2.093 2.109 -1.661  0.05
H -0.209 1.909 2.882  0.06
H -0.824 -3.288 -2.182  0.04
H -2.314 2.860 -4.737  0.07
H 1.812 1.116 -4.525  0.14
H -4.731 2.279 2.949  0.11
H 3.316 -1.111 -5.205  0.16
H 3.378 0.817 3.664  0.12
H 3.621 2.027 -2.298  0.09
H 2.208 -0.272 -8.022  0.08
H 0.914 -3.432 3.715  0.08
H 5.028 -0.164 2.452  0.06
H 6.494 -0.055 1.575  0.09
H -1.798 -3.630 -3.506  0.09
H 1.751 -4.103 0.315  0.09
H 0.409 0.326 7.291  0.08
H 2.778 -5.341 2.686  0.14
H -2.489 2.998 0.448  0.04
H 0.456 -2.018 1.532  0.05
H -5.171 4.007 2.689  0.13
H -1.149 -0.461 7.261  0.09
H 2.358 0.313 -0.176  0.11
H 0.987 -1.283 -4.687  0.08
H 0.898 -5.622 0.190  0.07
H -1.185 0.580 -1.211  0.06
H -2.629 -0.490 1.550  0.07
H 1.635 -0.271 5.511  0.12
H 1.331 -2.058 -6.086  0.09
H -2.670 4.933 4.010  0.07
H -2.767 5.064 -1.732  0.10
H -1.144 3.281 2.495  0.07
H -2.137 2.898 -6.428  0.11
H -3.728 0.634 -0.794  0.10
H -0.717 1.270 -7.431  0.07
H 3.269 3.108 -6.331  0.09
H 1.329 -3.558 -2.183  0.04
H -4.089 5.681 4.276  0.09
H -1.640 -1.396 4.767  0.07
H 2.529 -0.824 -2.351  0.06
H -5.688 2.396 5.298  0.09
H -2.456 -0.448 -3.749  0.07
H -1.291 4.753 -0.916  0.08
H 1.651 -6.397 6.023  0.10
H -3.272 -1.463 0.417  0.05
H 1.998 1.349 -6.246  0.09
H 2.707 -0.017 2.197  0.05
H -0.716 1.971 -3.049  0.06
H 2.876 -0.929 3.682  0.10
H -0.010 -0.028 -6.443  0.04
H 5.795 -1.665 1.978  0.09
H 1.417 -7.621 4.691  0.10
H -0.170 2.754 -1.610  0.06
H -4.250 2.948 0.472  0.10
H -5.158 3.604 6.420  0.06
H 3.367 3.295 -4.497  0.10
H -0.222 -1.359 3.884  0.03
H -3.295 2.936 4.780  0.13
H -0.869 1.380 6.955  0.08
H 2.193 2.292 2.343  0.08
H 0.007 -4.215 0.073  0.06
H -1.090 0.841 4.701  0.13
H 4.845 3.159 -5.488  0.08
H 4.207 1.214 1.007  0.12
H -3.309 1.086 -2.409  0.05
H -3.307 -1.955 -3.739  0.08
H 3.804 -0.060 -7.382  0.09
H -3.442 1.627 1.247  0.07



b:
Density functional theory data (ωB97M-V with the def2-TZVPD basis set) for a 12-piece molecular cluster, C27H83N19O12 overall.

Values from the calculation:
E_HOMO: -8.5196 eV
LUMO: 0.2220 eV
SMILES string: COC[C@H](C)N.COC[C@H](C)N.COC[C@H](C)N.COC[C@H](C)N.COC[C@H](C)N.NC(N)=O.NC(N)=O.NC(N)=O.NC(N)=O.NC(N)=O.NC(N)=O.NC(N)=O
Orbital gap: 8.7 eV

Last column: Löwdin charge in e.
Atoms and positions in Å:
O 3.785 -0.248 2.500  -0.02
O 3.235 3.259 3.654  -0.24
O -5.040 -3.362 -2.756  0.03
O -2.723 2.492 -1.900  0.02
O -0.513 -4.564 3.759  -0.22
O -6.014 1.892 0.451  -0.20
O 0.653 3.423 -1.966  -0.06
O 0.764 -0.300 -0.101  -0.19
O 6.238 -2.597 -0.433  0.04
O 6.284 3.537 -0.764  -0.20
O -0.988 -4.804 -4.843  0.03
O 1.441 -4.808 -0.076  0.02
N 0.116 -2.454 2.055  0.07
N 3.679 -1.501 4.420  0.18
N 2.730 -5.044 -1.847  0.17
N -1.926 4.420 -1.171  0.21
N 0.556 -4.548 -2.101  0.16
N -5.312 -4.400 -0.757  0.18
N 5.897 -1.123 1.183  0.17
N -3.950 3.720 -0.586  0.19
N -5.763 1.881 -2.606  0.04
N 3.503 0.616 4.494  0.20
N -6.993 -3.926 -1.915  0.17
N 4.182 3.417 -2.748  0.03
N -0.558 2.358 -3.514  0.18
N -2.199 0.096 -0.014  0.08
N -2.604 -3.178 -4.701  0.18
N 1.552 2.598 -3.969  0.18
N 4.229 -2.229 0.306  0.18
N 1.217 4.529 0.728  0.05
N -2.608 -4.872 -3.385  0.15
C 0.604 2.744 -3.053  -0.66
C 3.006 3.719 2.371  -0.18
C -2.413 -1.732 -1.493  -0.05
C -0.981 -0.843 3.501  -0.06
C -5.112 1.787 1.552  -0.13
C -2.812 3.479 -1.236  -0.74
C -0.142 -0.711 -1.063  -0.21
C -1.494 -1.067 -0.481  -0.43
C 5.034 2.862 -0.501  -0.15
C 5.510 -1.990 0.278  -0.83
C -5.933 0.709 -0.345  -0.20
C 4.588 2.315 -1.908  -0.41
C 6.683 4.510 0.195  -0.10
C -1.962 -4.290 -4.374  -0.79
C 3.115 4.193 4.751  -0.06
C 1.451 3.879 2.012  -0.41
C -0.424 -5.469 4.835  -0.12
C 2.039 0.140 -0.574  -0.08
C 1.604 -4.793 -1.278  -0.78
C 5.539 1.358 -2.644  -0.03
C 3.632 -0.385 3.729  -0.71
C -6.529 -0.360 -2.520  -0.08
C -5.709 -3.896 -1.910  -0.77
C -0.185 -2.160 3.440  -0.42
C -6.540 0.972 -1.740  -0.38
C -1.143 -3.250 3.973  -0.15
C 0.577 2.635 2.119  -0.05
H -7.435 -3.569 -2.750  0.13
H 3.652 -1.687 0.933  0.07
H -0.412 0.004 3.117  0.06
H -1.492 0.642 0.457  0.06
H -2.142 -2.703 -5.464  0.12
H 6.553 1.744 -2.537  0.07
H -4.044 1.852 1.344  0.06
H -1.234 -3.063 5.043  0.11
H -0.257 0.046 -1.838  0.12
H 3.973 -3.089 -0.159  0.10
H 0.533 -4.649 -3.105  0.07
H 3.789 5.047 4.679  0.09
H 3.365 -5.614 -1.306  0.13
H 0.204 -1.601 -1.587  0.12
H 6.849 -0.791 1.241  0.11
H -7.507 1.464 -1.636  0.14
H -4.837 2.052 -2.239  0.02
H -0.121 -4.890 5.708  0.08
H 3.468 1.532 4.070  0.08
H -2.238 5.328 -0.856  0.12
H 5.467 0.383 -2.161  0.07
H -0.342 -4.490 -1.643  0.09
H -6.141 2.817 -2.639  0.07
H -6.982 -1.139 -1.907  0.05
H -0.484 2.813 1.942  0.08
H -1.839 -0.889 2.831  0.07
H 1.805 1.001 -1.200  0.06
H -7.040 -0.296 -3.481  0.08
H 5.163 -0.756 1.771  0.02
H -4.965 0.212 -0.407  0.11
H -1.362 2.499 -2.918  0.04
H 5.163 2.021 0.179  0.12
H -7.491 -4.321 -1.130  0.12
H -6.013 -4.772 -0.133  0.11
H 3.682 1.728 -1.757  0.09
H 3.568 -2.380 3.936  0.13
H 0.987 1.948 1.379  0.07
H 1.449 1.974 -4.757  0.12
H 0.243 4.794 0.770  0.05
H -2.631 -1.115 -2.366  0.09
H 0.686 -1.636 1.889  0.05
H 5.996 5.355 0.148  0.08
H -1.041 4.093 -1.530  0.07
H -2.103 -3.329 3.463  0.13
H 0.232 -6.277 4.511  0.09
H -0.575 1.910 -4.419  0.12
H 2.573 -5.203 -2.831  0.11
H -5.297 2.733 2.061  0.09
H 6.653 4.137 1.218  0.08
H -5.201 0.929 2.218  0.09
H 1.093 4.579 2.765  0.12
H -6.556 0.001 0.202  0.12
H -1.942 -2.659 -1.820  0.05
H 0.753 2.226 3.114  0.07
H -2.401 -5.859 -3.337  0.12
H -3.363 -2.047 -1.061  0.07
H -0.729 -2.209 1.559  0.02
H 3.519 4.663 2.185  0.12
H 2.109 4.538 4.988  0.09
H -1.437 -5.838 4.995  0.08
H 3.541 -1.518 5.421  0.11
H 3.435 3.928 -2.301  0.07
H 2.704 0.531 0.195  0.07
H 0.783 -2.169 3.942  0.13
H -3.409 -4.389 -3.004  0.05
H -3.975 4.687 -0.297  0.11
H -3.402 -2.903 -4.147  0.08
H 7.656 4.938 -0.047  0.09
H 4.997 4.013 -2.763  0.08
H 2.558 -0.673 -1.082  0.09
H 1.321 3.857 -0.019  0.02
H -2.280 0.611 -0.879  0.04
H 5.393 1.229 -3.716  0.08
H -5.574 -0.837 -2.741  0.06
H -1.359 -0.566 4.484  0.07
H -1.339 -1.818 0.293  0.10
H 2.472 2.923 -3.708  0.06
H 3.422 2.966 1.701  0.10
H 3.594 0.509 5.494  0.13
H -4.761 3.122 -0.647  0.07
H 3.527 3.687 5.625  0.08
H 4.279 3.508 -0.052  0.09
H -4.331 -4.467 -0.524  0.12



Verdict on stability: b comes out at the bottom.



a:
Density functional theory data (ωB97M-V with the def2-TZVPD basis set) for a 2-piece molecular cluster, C4H7BrN3O2 overall.

Values from the calculation:
E_HOMO (spin up / spin down): -14.5248 / -13.2009 eV
LUMO (spin up / spin down): -5.8687 / -7.2436 eV
Net charge: +1
Orbital gap (spin up / spin down): 8.7 / 6.0 eV

Last column: natural (NBO) charge in e.
Atoms and positions in Å:
Br -3.313 0.901 -0.289  0.25
O -1.689 -2.534 -0.556  -0.32
O -1.338 -0.716 0.679  -0.44
N 0.535 1.555 0.005  -0.60
N -1.888 -1.395 -0.187  0.41
N 1.080 -0.464 -0.752  -0.59
C 0.211 0.557 -0.802  0.76
C 1.893 -0.265 0.463  -0.23
C -2.843 -0.727 -0.920  -0.12
C 1.519 1.175 1.021  -0.23
H 1.651 -0.979 1.249  0.24
H -0.017 2.358 -0.080  0.44
H 1.099 -1.269 -1.231  0.44
H 2.931 -0.304 0.312  0.23
H -3.401 -1.124 -1.773  0.26
H 1.119 1.341 2.065  0.26
H 2.450 1.890 0.795  0.24



b:
Density functional theory data (ωB97M-V with the def2-TZVPD basis set) for an isolated ion of composition C4H7BrN3O2 and charge +1.

Values from the calculation:
E_HOMO: -13.4222 eV
LUMO: -4.2892 eV
SMILES string: [NH3+][C@]1(O)C=CNC(=O)N1Br
Net charge: +1
Orbital gap: 9.1 eV

Last column: natural (NBO) charge in e.
Atoms and positions in Å:
Br -2.278 -1.329 -1.079  0.31
O 0.669 -2.080 0.052  -0.78
O -1.633 1.290 -2.205  -0.53
N -0.859 -0.135 -0.659  -0.54
N -0.591 -1.013 1.640  -0.77
N 0.284 1.848 -1.142  -0.61
C -0.796 0.998 -1.430  0.77
C 0.049 -0.591 0.251  0.55
C 1.156 0.400 0.478  -0.40
C 1.276 1.498 -0.273  0.10
H 0.235 -0.979 2.277  0.46
H 0.615 -2.427 -0.841  0.50
H 0.242 2.834 -1.514  0.46
H -1.490 -0.436 1.920  0.47
H 1.948 -0.004 1.171  0.26
H 2.118 2.211 -0.215  0.26
H -0.946 -2.085 1.570  0.49



Verdict on stability: a comes out at the bottom.